Formula: C14H14HgN4O7S
Source: the OMol25 dataset
Level of theory: ωB97M-V/def2-TZVPD

Each line ends with the natural charge from an NBO analysis.
Atoms and positions in Å:
Hg1 1.3096 -2.0114 -3.4343  0.01
O1 -2.9147 -2.7347 -2.5930  -0.75
C1 -2.0556 -1.9287 -2.1970  0.76
O2 -1.2185 -1.2787 -2.8759  -0.83
C2 -2.0667 -1.6226 -0.6933  -0.21
C3 -3.2134 -1.1262 -0.1570  -0.16
C4 -3.3002 -0.7674 1.2102  -0.09
C5 -2.2238 -0.9583 2.0470  -0.13
C6 -1.0655 -1.5116 1.5396  -0.16
C7 -0.8828 -1.8485 0.1271  0.52
O3 0.1876 -2.2710 -0.3354  -0.71
N1 -0.0017 -1.7114 2.4945  0.53
O4 0.0335 -0.9819 3.4876  -0.46
O5 0.8196 -2.5949 2.3071  -0.41
N2 -4.5127 -0.2313 1.7462  0.53
O6 -4.5713 0.0435 2.9458  -0.46
O7 -5.4674 -0.0635 0.9912  -0.45
H1 -4.0826 -1.0146 -0.7899  0.24
H2 -2.2829 -0.6955 3.0913  0.25
S1 2.4582 -3.9772 0.1527  0.32
C8 3.5679 -4.9332 0.5294  -0.34
C9 2.3713 0.3501 -0.6050  -0.27
C10 2.0681 0.9306 0.8022  -0.25
N3 1.2893 2.1709 0.6850  -0.43
C11 0.0591 1.8865 -0.0708  -0.26
C12 0.4042 1.3663 -1.4948  -0.28
N4 1.8615 1.2582 -1.6391  -0.42
C13 2.4601 2.5728 -1.4513  -0.25
C14 2.0821 3.1436 -0.0579  -0.25
H3 1.8861 -0.6163 -0.7387  0.25
H4 3.4465 0.2206 -0.7633  0.18
H5 2.9869 1.1666 1.3486  0.18
H6 1.5019 0.2231 1.4078  0.21
H7 -0.5296 2.8079 -0.1133  0.18
H8 -0.5204 1.1532 0.4919  0.22
H9 0.0394 2.0509 -2.2657  0.18
H10 -0.0409 0.3896 -1.6987  0.27
H11 2.1047 3.2281 -2.2528  0.18
H12 3.5453 2.4756 -1.5583  0.18
H13 1.4939 4.0619 -0.1513  0.18
H14 2.9741 3.3786 0.5317  0.18

Properties
- relative energy (zero: lowest compared OMol25 entry of this formula, charge and spin) (eV) = 0.021
- max |F| (hartree/bohr) = 0.00464
- electronic energy (Eh) = -1839.03544
- highest occupied orbital energy (eV) = -2.147
- total charge = -2
- gap between HOMO and LUMO (eV) = 7.040

***

Formula: C14H14N2O3S
Source: the OMol25 dataset
Level of theory: ωB97M-V/def2-TZVPD

Each line ends with the natural charge from an NBO analysis.
Atoms and positions in Å:
C1 -1.3248 -0.7062 2.5147  -0.25
O1 -1.4758 -1.1539 1.1174  -0.56
C2 -2.3997 -0.4977 0.3245  0.31
C3 -3.7754 -0.9675 0.1002  -0.22
C4 -4.6983 -0.1342 -0.5035  -0.27
C5 -4.2372 0.9109 -1.0955  -0.17
C6 -2.8323 1.3895 -1.2941  -0.15
C7 -1.9962 0.6483 -0.4682  -0.10
C8 -0.4955 0.8960 -0.2785  0.02
N1 -0.1289 2.2405 -0.6946  -0.20
N2 1.1360 2.4072 -0.6856  -0.52
S1 2.2457 1.7591 0.6917  2.06
O2 3.3431 2.5356 0.5563  -0.92
O3 1.3821 1.4533 1.9759  -0.92
C9 2.7531 -0.0794 0.0544  -0.15
C10 3.3565 -0.0004 -1.1198  -0.28
C11 3.8678 -1.0644 -1.7957  -0.12
C12 3.4238 -2.2932 -0.9353  -0.24
C13 2.7330 -2.2986 0.0671  -0.23
C14 2.2888 -0.9762 0.8479  -0.14
H1 -0.6298 0.2039 2.3761  0.21
H2 -0.7840 -1.4312 2.9852  0.18
H3 -2.3325 -0.6301 2.9414  0.19
H4 -4.2047 -1.6601 0.6865  0.20
H5 -5.6767 -0.2007 -0.6775  0.22
H6 -4.7735 1.5832 -1.8146  0.20
H7 -2.4823 2.1677 -1.6065  0.19
H8 0.1273 0.3655 0.1952  0.16
H9 1.4891 3.0888 -0.9159  0.32
H10 3.6340 0.7977 -1.6991  0.24
H11 4.3745 -1.1923 -2.6822  0.22
H12 3.7384 -3.1235 -1.7118  0.23
H13 2.4798 -3.1561 0.8571  0.24
H14 1.8747 -0.8815 1.6872  0.23

Properties
- relative energy (zero: lowest compared OMol25 entry of this formula, charge and spin) (eV) = 15.826
- max |F| (hartree/bohr) = 0.37340
- electronic energy (Eh) = -1274.78487
- structure (SMILES) = COc1ccccc1/C=N/NS(=O)(=O)c1ccccc1
- highest occupied orbital energy (eV) = -7.962
- gap between HOMO and LUMO (eV) = 7.980

***

Formula: C14H14N2O4
Source: the OMol25 dataset
Level of theory: ωB97M-V/def2-TZVPD

Each line ends with the natural charge from an NBO analysis.
Atoms and positions in Å:
C1 0.0965 3.9631 -1.7916  -0.15
C2 -0.0178 2.7611 -2.4797  -0.32
C3 0.0999 1.5578 -1.8188  0.51
N1 0.4289 1.4222 -0.5576  -0.52
C4 0.4687 2.5313 0.1950  0.52
C5 0.2864 3.8705 -0.3799  -0.32
O1 0.4328 2.4458 1.5656  -0.49
C6 0.7150 1.1669 2.1528  -0.10
C7 -0.6472 0.3986 2.4533  -0.09
O2 -0.6072 -1.0298 2.8673  -0.50
C8 -0.0773 -1.8224 1.9056  0.51
C9 0.9463 -2.5775 2.3641  -0.33
C10 1.6640 -3.3255 1.4641  -0.14
C11 1.4047 -3.2074 0.1049  -0.32
C12 0.2559 -2.4650 -0.2818  0.53
N2 -0.4911 -1.8288 0.6157  -0.53
O3 -0.0698 -2.5064 -1.6307  -0.49
C13 -1.3139 -1.8648 -2.0684  -0.09
C14 -1.3852 -0.3511 -2.0998  -0.11
O4 -0.1763 0.3992 -2.5642  -0.52
H1 -0.0465 4.8863 -2.3567  0.23
H2 -0.4624 2.7955 -3.5266  0.23
H3 0.1915 4.7430 0.3100  0.24
H4 1.4317 0.6009 1.5067  0.21
H5 1.1958 1.2899 3.1255  0.19
H6 -1.2464 0.9171 3.1778  0.20
H7 -1.2630 0.4593 1.5086  0.19
H8 1.0068 -2.7414 3.4276  0.23
H9 2.5901 -3.8775 1.6825  0.22
H10 2.0932 -3.8187 -0.5159  0.23
H11 -2.1314 -2.3541 -1.3887  0.20
H12 -1.4339 -2.3646 -3.0175  0.20
H13 -2.0963 -0.0372 -2.7968  0.19
H14 -1.8424 -0.0366 -1.1523  0.20

Properties
- relative energy (zero: lowest compared OMol25 entry of this formula, charge and spin) (eV) = 5.113
- max |F| (hartree/bohr) = 0.05475
- electronic energy (Eh) = -952.27888
- structure (SMILES) = c1cc2nc(c1)OCCOc1cccc(n1)OCCO2
- highest occupied orbital energy (eV) = -8.480
- gap between HOMO and LUMO (eV) = 9.356

***

Formula: C14H15CdF6N4O10S2
Source: the OMol25 dataset
Level of theory: ωB97M-V/def2-TZVPD

Each line ends with the natural charge from an NBO analysis.
Atoms and positions in Å:
Cd1 -0.1752 -0.2024 -0.2173  1.75
O1 -0.9194 1.0891 -2.3436  -0.75
C1 -1.2891 0.0586 -3.2420  -0.08
C2 -2.3437 -0.8404 -2.6323  -0.26
N1 -1.8446 -1.5362 -1.4398  -0.51
C3 -2.8725 -1.5952 -0.3998  -0.36
C4 -3.2205 -0.1905 0.1302  0.77
O2 -4.3806 0.0493 0.4354  -0.67
O3 -2.2435 0.6400 0.2243  -0.93
C5 -1.3712 -2.8648 -1.8146  -0.34
C6 -0.5524 -3.4305 -0.6527  0.78
O4 -0.9283 -4.4447 -0.0693  -0.68
O5 0.4486 -2.6961 -0.4311  -0.89
H1 -1.7086 1.3611 -1.8489  0.49
H2 -0.3718 -0.4916 -3.4672  0.20
H3 -1.6767 0.4887 -4.1776  0.16
H4 -2.6887 -1.5633 -3.3840  0.20
H5 -3.2168 -0.2346 -2.3627  0.21
H6 -2.4902 -2.2014 0.4274  0.25
H7 -3.7905 -2.0691 -0.7720  0.20
H8 -0.7043 -2.7354 -2.6704  0.20
H9 -2.2060 -3.5276 -2.0863  0.18
F1 3.3061 -1.2187 3.4833  -0.32
C7 2.0184 -0.9951 3.2014  0.73
F2 1.8683 0.3199 2.9899  -0.33
F3 1.3148 -1.2975 4.3051  -0.32
S1 1.3965 -2.0002 1.7583  2.31
O6 0.0342 -1.4537 1.6832  -1.02
O7 1.6153 -3.3429 2.1609  -0.88
N2 2.4476 -1.3627 0.7463  -1.26
S2 2.7275 -1.2228 -0.7850  2.26
O8 3.9621 -0.5027 -0.9054  -0.93
O9 1.6423 -0.6611 -1.5850  -1.01
C8 3.1197 -2.9078 -1.5412  0.76
F4 3.2057 -3.8451 -0.6027  -0.30
F5 2.2686 -3.2732 -2.4969  -0.31
F6 4.3294 -2.8087 -2.1297  -0.32
N3 -1.9801 4.1447 2.6514  -0.81
C9 -0.7785 4.6939 2.3702  0.66
O10 -0.4855 5.8296 2.7002  -0.62
C10 0.1985 3.8242 1.6320  -0.21
C11 1.5304 4.2201 1.5528  -0.10
C12 2.4295 3.4216 0.8692  -0.26
C13 1.9755 2.2466 0.2857  0.08
N4 0.7016 1.8757 0.3550  -0.58
C14 -0.1698 2.6412 1.0086  0.12
H10 -2.6589 4.7232 3.1136  0.41
H11 -2.2315 3.2042 2.4028  0.41
H12 1.8278 5.1453 2.0268  0.24
H13 3.4734 3.6863 0.7918  0.23
H14 2.6447 1.5831 -0.2459  0.23
H15 -1.1871 2.2693 0.9978  0.23

Properties
- relative energy (zero: lowest compared OMol25 entry of this formula, charge and spin) (eV) = 1.394
- max |F| (hartree/bohr) = 0.01894
- electronic energy (Eh) = -3077.40490
- highest occupied orbital energy (eV) = -6.152
- total charge = -1
- gap between HOMO and LUMO (eV) = 8.234

***

The lowest electronic energy belongs to which entry?
C14H15CdF6N4O10S2

***

Which of these has the highest highest occupied orbital energy?
C14H14HgN4O7S

***

What is the formula in the fourth record?
C14H15CdF6N4O10S2

***

Repeat the first record exactly.
Formula: C14H14HgN4O7S
Source: the OMol25 dataset
Level of theory: ωB97M-V/def2-TZVPD

Each line ends with the natural charge from an NBO analysis.
Atoms and positions in Å:
Hg1 1.3096 -2.0114 -3.4343  0.01
O1 -2.9147 -2.7347 -2.5930  -0.75
C1 -2.0556 -1.9287 -2.1970  0.76
O2 -1.2185 -1.2787 -2.8759  -0.83
C2 -2.0667 -1.6226 -0.6933  -0.21
C3 -3.2134 -1.1262 -0.1570  -0.16
C4 -3.3002 -0.7674 1.2102  -0.09
C5 -2.2238 -0.9583 2.0470  -0.13
C6 -1.0655 -1.5116 1.5396  -0.16
C7 -0.8828 -1.8485 0.1271  0.52
O3 0.1876 -2.2710 -0.3354  -0.71
N1 -0.0017 -1.7114 2.4945  0.53
O4 0.0335 -0.9819 3.4876  -0.46
O5 0.8196 -2.5949 2.3071  -0.41
N2 -4.5127 -0.2313 1.7462  0.53
O6 -4.5713 0.0435 2.9458  -0.46
O7 -5.4674 -0.0635 0.9912  -0.45
H1 -4.0826 -1.0146 -0.7899  0.24
H2 -2.2829 -0.6955 3.0913  0.25
S1 2.4582 -3.9772 0.1527  0.32
C8 3.5679 -4.9332 0.5294  -0.34
C9 2.3713 0.3501 -0.6050  -0.27
C10 2.0681 0.9306 0.8022  -0.25
N3 1.2893 2.1709 0.6850  -0.43
C11 0.0591 1.8865 -0.0708  -0.26
C12 0.4042 1.3663 -1.4948  -0.28
N4 1.8615 1.2582 -1.6391  -0.42
C13 2.4601 2.5728 -1.4513  -0.25
C14 2.0821 3.1436 -0.0579  -0.25
H3 1.8861 -0.6163 -0.7387  0.25
H4 3.4465 0.2206 -0.7633  0.18
H5 2.9869 1.1666 1.3486  0.18
H6 1.5019 0.2231 1.4078  0.21
H7 -0.5296 2.8079 -0.1133  0.18
H8 -0.5204 1.1532 0.4919  0.22
H9 0.0394 2.0509 -2.2657  0.18
H10 -0.0409 0.3896 -1.6987  0.27
H11 2.1047 3.2281 -2.2528  0.18
H12 3.5453 2.4756 -1.5583  0.18
H13 1.4939 4.0619 -0.1513  0.18
H14 2.9741 3.3786 0.5317  0.18

Properties
- relative energy (zero: lowest compared OMol25 entry of this formula, charge and spin) (eV) = 0.021
- max |F| (hartree/bohr) = 0.00464
- electronic energy (Eh) = -1839.03544
- highest occupied orbital energy (eV) = -2.147
- total charge = -2
- gap between HOMO and LUMO (eV) = 7.040